The following is a DFT calculation (wB97M-V/def2-TZVPD) of a 12-piece molecular cluster, C70H186N21O8P5 overall.

Summary:
spin multiplicity	1
E_LUMO	0.5	eV
SMILES string	CN(C)P(=O)(N(C)C)N(C)C.CN(C)P(=O)(N(C)C)N(C)C.CN(C)P(=O)(N(C)C)N(C)C.CN(C)P(=O)(N(C)C)N(C)C.CN(C)P(=O)(N(C)C)N(C)C.C[C@H]1COC(=O)O1.CCN(CC)CC.CCN(CC)CC.CCN(CC)CC.CCN(CC)CC.CCN(CC)CC.CCN(CC)CC
total charge	0
energy above the lowest of the compared OMol25 structures with the same formula, charge and spin	14.4	kJ/mol

XYZ file:
```
290
Properties=species:S:1:pos:R:3:forces:R:3:lowdin_charge:R:1
C 8.0364 2.6081 2.9316 0.37 -0.97 -0.62 -0.075
C 8.2456 2.6496 1.4186 0.16 0.38 -0.61 -0.246
N 7.6464 1.5341 0.6754 -0.97 0.32 1.07 -0.196
C 8.3577 1.0949 -0.4755 0.53 0.31 -0.37 -0.256
C 8.1550 1.9966 -1.7255 0.18 0.19 -0.05 -0.056
C 6.1881 1.5403 0.5452 0.24 0.68 1.15 -0.269
C 5.6072 0.2037 0.1979 0.68 -0.87 -0.08 -0.082
H 6.9906 2.5325 3.1603 -0.59 -0.25 0.19 0.050
H 8.3945 3.4552 3.4924 0.39 0.51 -0.20 0.067
H 8.5670 1.7225 3.2733 -0.21 -0.13 0.41 0.075
H 7.9285 3.6375 1.0630 -0.25 0.12 -0.29 0.100
H 9.3103 2.5908 1.1569 -0.09 0.14 0.39 0.113
H 9.4002 1.0301 -0.1362 0.05 0.28 -0.64 0.117
H 8.0864 0.0678 -0.5970 -0.23 -0.72 -0.76 0.090
H 8.8848 1.8650 -2.5443 -0.23 -0.18 0.47 0.076
H 7.1512 2.0170 -2.1853 0.22 -0.64 0.34 0.048
H 8.2512 3.0172 -1.3666 0.33 0.34 -0.01 0.057
H 5.7750 2.2884 -0.1260 0.19 0.54 -0.50 0.083
H 5.8586 1.8312 1.5382 -0.44 0.06 0.13 0.096
H 6.0553 -0.4870 0.9378 -0.53 -0.11 -0.39 0.093
H 6.0215 -0.0711 -0.7933 -0.68 -0.18 0.37 0.058
H 4.4949 0.1530 0.2133 0.85 0.13 -0.03 0.070
C -2.5883 -7.9719 1.5260 0.64 -0.82 -0.16 -0.077
C -1.3503 -8.6488 0.9402 -0.04 1.40 -1.63 -0.239
N -0.5923 -7.6979 0.0498 -0.66 -1.65 0.11 -0.176
C 0.1677 -6.7734 0.8225 0.21 0.91 0.32 -0.294
C 0.8018 -5.7339 -0.0820 -0.99 0.56 -0.59 -0.063
C 0.2110 -8.3985 -0.9729 0.62 0.14 -0.33 -0.261
C 1.4608 -9.0987 -0.4355 -0.21 -0.98 0.24 -0.089
H -2.3100 -7.0968 2.1056 -0.05 0.09 0.09 0.055
H -3.0019 -8.7244 2.2166 -0.52 0.52 -0.33 0.080
H -3.2268 -7.6693 0.6950 -0.34 -0.12 0.35 0.073
H -0.8030 -9.1049 1.7384 1.00 -0.10 0.62 0.098
H -1.6071 -9.4508 0.2669 -0.54 -0.44 -0.07 0.103
H -0.4787 -6.3250 1.5733 -0.27 0.33 -0.16 0.096
H 0.9130 -7.2675 1.4349 0.64 -0.29 0.20 0.104
H 1.6626 -6.1354 -0.5797 0.98 0.17 0.19 0.063
H 0.1416 -5.5496 -0.9395 -0.23 -0.03 0.27 0.051
H 0.9266 -4.7381 0.3575 0.53 -0.39 0.18 0.065
H 0.5774 -7.6959 -1.7542 -0.65 -0.17 0.43 0.106
H -0.4234 -9.1370 -1.4751 -0.04 0.23 0.07 0.105
H 1.1488 -9.8558 0.3123 0.39 0.39 -0.19 0.080
H 2.1437 -8.3911 0.0133 0.14 0.15 0.32 0.055
H 2.0562 -9.6333 -1.1953 -0.51 0.24 0.02 0.080
C -4.3672 -1.5474 4.2640 1.28 0.26 -0.12 -0.063
C -3.0370 -2.1632 4.7374 0.16 -1.73 0.89 -0.258
N -2.7071 -2.0927 6.1784 0.30 1.33 -1.00 -0.185
C -2.4716 -0.6962 6.5740 0.88 -0.24 0.59 -0.236
C -1.2664 -0.0083 5.9138 -0.84 -1.50 -1.81 -0.065
C -3.6634 -2.7943 7.0170 0.00 0.46 0.26 -0.274
C -3.0016 -3.2371 8.3018 0.47 -0.15 -0.24 -0.082
H -4.3300 -0.4658 4.4913 -0.49 -0.47 -0.11 0.063
H -5.2351 -2.0508 4.6864 -0.02 0.21 0.12 0.074
H -4.3840 -1.6612 3.1763 -0.24 0.09 0.04 0.051
H -3.0071 -3.2676 4.5895 -0.33 0.59 -0.53 0.115
H -2.1709 -1.7882 4.1862 -0.31 0.18 -0.02 0.068
H -3.3317 -0.0529 6.3943 -0.53 0.06 0.18 0.096
H -2.2429 -0.6978 7.6503 -0.35 0.08 -0.20 0.111
H -1.3850 0.0463 4.8092 -0.27 0.04 0.37 0.061
H -1.2432 1.0112 6.2123 0.57 0.75 0.68 0.043
H -0.3606 -0.5986 6.0031 0.35 0.28 0.70 0.051
H -3.9814 -3.6653 6.4606 -0.38 -0.21 -0.15 0.110
H -4.5142 -2.1466 7.2524 -0.41 -0.12 -0.13 0.115
H -2.1449 -3.8256 7.9896 0.49 0.13 0.24 0.070
H -3.5660 -3.8919 8.9503 -0.64 0.03 0.04 0.067
H -2.7025 -2.3606 8.8668 0.29 -0.08 0.22 0.063
C -2.9046 3.7043 6.6782 0.68 -0.51 -0.28 -0.071
C -2.1867 3.7267 5.2854 0.19 0.40 0.78 -0.243
N -2.8086 4.5546 4.2484 -1.39 0.78 -0.29 -0.180
C -4.2885 4.2505 4.0327 1.89 -0.66 1.05 -0.224
C -4.4513 2.7824 3.5998 0.26 1.20 -0.41 -0.075
C -2.6070 6.0309 4.3943 0.29 -0.44 -0.41 -0.241
C -1.1242 6.4691 4.2524 -0.63 0.13 0.27 -0.079
H -2.8806 4.6613 7.2115 -0.11 -0.11 -0.28 0.070
H -2.4785 2.9397 7.3622 0.09 0.45 -0.50 0.072
H -3.9197 3.3742 6.5159 -0.49 0.13 0.16 0.046
H -1.1774 4.1552 5.4016 -0.24 -0.53 0.06 0.100
H -2.0780 2.6801 4.9415 -0.05 0.59 -0.04 0.082
H -4.8179 4.4497 4.9801 -0.20 0.04 -0.41 0.107
H -4.6884 4.8853 3.2488 0.12 0.24 -0.02 0.093
H -5.4840 2.7241 3.2338 0.28 -0.71 0.16 0.079
H -3.7333 2.6256 2.7803 -0.42 -0.08 0.01 0.055
H -4.1743 2.0696 4.3755 -0.49 -0.03 0.11 0.054
H -3.0502 6.5069 5.2855 0.18 -0.51 0.30 0.112
H -3.2110 6.4701 3.5915 0.33 -0.02 -0.05 0.084
H -1.0304 7.5551 4.4170 -0.14 -0.30 -0.42 0.078
H -0.6821 6.1622 3.3027 -0.21 0.19 -0.13 0.057
H -0.4875 6.0430 5.0159 0.02 -0.28 0.34 0.050
C -0.4600 3.6501 -7.0831 -0.16 1.24 0.29 -0.093
C -1.3732 3.4793 -5.9040 -0.78 -0.76 0.94 -0.266
N -1.7547 4.7487 -5.2355 0.48 -1.72 -0.80 -0.164
C -2.7229 4.5365 -4.1672 -0.20 0.31 0.07 -0.269
C -4.1306 4.3134 -4.6872 0.01 -0.69 0.38 -0.069
C -0.5837 5.4564 -4.7866 -0.29 1.73 1.06 -0.264
C 0.2911 4.8057 -3.7255 0.36 -0.80 -0.17 -0.076
H 0.5176 3.9934 -6.7573 0.25 0.01 0.08 0.058
H -0.8862 4.4771 -7.6634 0.19 -0.44 -0.52 0.089
H -0.3015 2.7299 -7.6161 -0.23 -0.26 -0.47 0.064
H -2.2821 2.9224 -6.1609 -0.07 0.49 -0.39 0.111
H -0.9114 2.7519 -5.2165 0.23 0.23 0.41 0.090
H -2.4552 3.7161 -3.4851 0.15 -0.19 -0.05 0.103
H -2.7211 5.4233 -3.5505 0.04 0.40 0.17 0.097
H -4.8840 4.3847 -3.9062 0.12 0.18 0.36 0.060
H -4.3939 5.0475 -5.4386 0.05 -0.13 -0.39 0.079
H -4.1967 3.2744 -5.0184 -0.24 0.20 -0.61 0.061
H -1.0237 6.3561 -4.3411 0.35 0.26 -0.04 0.113
H 0.0124 5.8176 -5.6254 -0.01 -0.24 -0.08 0.109
H 1.0983 5.4121 -3.3178 0.20 0.32 -0.55 0.064
H 0.6950 3.8773 -4.1477 0.26 0.03 0.28 0.058
H -0.2322 4.5439 -2.8174 -0.67 -0.25 0.16 0.049
C -6.4229 -0.0218 1.7347 -0.21 0.54 0.39 -0.100
C -6.1834 -0.8009 0.4936 0.73 -0.35 -0.52 -0.266
N -5.6860 0.0461 -0.6025 -0.24 -1.29 0.11 -0.168
C -6.6486 1.0562 -0.9965 -1.19 -0.82 -0.29 -0.271
C -6.1273 2.4019 -0.6545 1.27 1.02 0.23 -0.077
C -5.2872 -0.7730 -1.7388 -0.39 -0.57 0.17 -0.298
C -4.4528 0.0167 -2.6921 0.60 0.80 -0.53 -0.085
H -5.5158 0.4811 2.0396 0.28 0.04 0.37 0.053
H -6.8440 -0.6277 2.5258 0.23 -0.31 0.30 0.078
H -7.1636 0.7474 1.5684 -0.23 0.35 -0.15 0.067
H -5.4496 -1.6070 0.6705 -0.05 0.33 -0.01 0.105
H -7.0987 -1.3170 0.2372 -0.62 -0.27 -0.45 0.113
H -6.8622 0.9283 -2.0724 0.18 0.38 0.25 0.115
H -7.6345 0.8036 -0.5293 0.54 0.53 -0.12 0.126
H -5.0768 2.5247 -1.0219 -0.87 -0.10 -0.21 0.083
H -6.7260 3.2355 -0.9866 -0.20 0.22 -0.28 0.069
H -5.9780 2.5279 0.4145 -0.28 -0.15 0.34 0.061
H -6.1114 -1.2336 -2.3369 -0.14 0.22 0.61 0.119
H -4.7513 -1.6046 -1.2740 0.31 -0.12 -0.49 0.086
H -3.6106 0.4424 -2.1168 -0.05 -0.18 -0.68 0.054
H -5.0035 0.8524 -3.1568 0.02 -0.12 0.50 0.078
H -4.1468 -0.5550 -3.5746 0.39 -0.20 0.39 0.070
O 2.1684 -1.9292 -4.7771 0.23 -0.85 -0.12 -0.278
P 3.3917 -1.1635 -5.1064 -2.65 0.28 0.35 0.470
N 4.1979 -0.9234 -3.7235 1.51 1.79 -1.17 -0.302
C 3.5269 -0.9002 -2.4977 -0.88 0.16 1.91 -0.112
C 5.3872 -0.0734 -3.8261 0.29 -0.29 0.16 -0.089
N 2.8462 0.1096 -5.9996 1.29 0.07 0.21 -0.302
C 3.7351 0.9089 -6.7955 -0.36 0.35 -0.75 -0.117
C 1.4826 0.4889 -6.0521 -1.17 0.14 0.68 -0.113
N 4.6368 -1.6650 -6.0506 -0.09 -1.25 0.58 -0.291
C 4.0865 -2.1103 -7.2920 -0.14 -0.63 -2.25 -0.139
C 5.3356 -2.7800 -5.4081 0.55 -0.15 1.07 -0.104
H 2.4552 -0.8546 -2.6004 -0.33 -0.37 -0.23 0.053
H 3.7502 -0.0126 -1.9213 0.36 0.37 0.12 0.058
H 3.7748 -1.7535 -1.8714 0.01 -0.22 0.19 0.099
H 5.7178 0.0963 -4.8617 -0.25 -0.18 0.52 0.078
H 6.1977 -0.5342 -3.2826 0.57 -0.31 0.12 0.076
H 5.2443 0.8750 -3.3318 -0.34 0.55 0.05 0.052
H 3.5451 1.9786 -6.6619 0.12 0.00 0.18 0.087
H 4.7690 0.6681 -6.6070 0.19 0.12 0.12 0.063
H 3.5523 0.6935 -7.8536 0.07 0.18 -0.20 0.082
H 0.9256 0.2587 -6.9469 0.43 0.12 -1.23 0.084
H 0.8641 -0.0988 -5.3758 0.40 0.33 0.72 0.070
H 1.4480 1.5624 -5.8653 -0.57 0.11 0.13 0.071
H 4.8722 -2.3176 -8.0166 0.29 -0.01 0.01 0.092
H 3.5227 -3.0406 -7.1941 -0.15 -0.06 0.13 0.091
H 3.4319 -1.3860 -7.7852 0.13 -0.05 0.37 0.076
H 5.4999 -2.6265 -4.3350 0.24 0.51 -0.46 0.079
H 6.2864 -2.9143 -5.8824 0.51 -0.32 -0.38 0.083
H 4.7757 -3.7071 -5.3629 -0.35 -0.32 -0.74 0.088
O 2.0712 6.3532 -0.7649 0.07 -0.77 -0.30 -0.303
P 3.3255 5.5715 -0.5604 -2.13 -0.22 1.33 0.527
N 3.4675 5.3177 1.0835 -0.68 1.24 -0.25 -0.304
C 2.5951 6.0496 2.0122 0.52 1.16 -1.29 -0.086
C 4.5194 4.5663 1.6528 0.11 -1.27 1.64 -0.146
N 4.5085 6.3464 -1.3333 0.17 0.93 -0.28 -0.320
C 4.3662 7.7649 -1.5945 -0.17 0.18 0.22 -0.084
C 5.8522 5.9815 -1.1341 1.19 -1.64 0.22 -0.144
N 3.5518 3.9938 -1.0159 -0.59 1.35 0.07 -0.302
C 2.5958 3.0504 -0.4850 0.52 -0.78 0.76 -0.084
C 4.0239 3.6775 -2.3159 0.19 -0.48 -1.15 -0.108
H 1.7591 6.4617 1.4368 0.05 -0.38 0.15 0.050
H 3.1290 6.9561 2.3420 -0.13 -0.39 0.64 0.088
H 2.2203 5.4356 2.8181 0.16 -0.25 0.32 0.077
H 4.0820 3.7965 2.3251 0.16 0.10 -0.19 0.094
H 5.2168 5.1055 2.3080 -0.03 0.40 -0.29 0.090
H 5.0761 4.0150 0.9163 0.20 0.02 -0.31 0.033
H 4.9121 8.2888 -0.8117 -0.05 0.47 0.09 0.085
H 4.8134 8.0356 -2.5502 -0.01 -0.10 -0.14 0.088
H 3.3110 8.0247 -1.5696 0.14 0.13 -0.09 0.073
H 5.9267 4.9037 -0.9415 0.04 0.11 -0.17 0.064
H 6.3849 6.1744 -2.0492 0.67 0.21 -0.28 0.090
H 6.3529 6.4287 -0.2765 -0.01 0.57 0.07 0.094
H 2.1690 3.4065 0.4410 0.23 0.10 0.44 0.075
H 1.7095 2.7996 -1.0646 0.28 0.09 -0.80 0.069
H 3.2055 2.1693 -0.2874 -0.62 -0.56 0.15 0.076
H 4.7228 4.4372 -2.6959 -0.63 -0.25 -0.04 0.081
H 3.1403 3.5477 -2.9568 0.45 0.03 -0.51 0.086
H 4.5903 2.7357 -2.3086 -0.19 -0.04 0.11 0.062
O 1.1895 0.1214 0.5104 -0.34 -0.61 -0.87 -0.288
P -0.2172 0.0758 0.0172 0.20 0.85 0.32 0.566
N -0.9422 1.4574 0.6172 -0.68 -0.91 -0.35 -0.302
C -2.3342 1.7135 0.4412 -1.36 0.14 -0.75 -0.121
C -0.4098 2.0801 1.7643 1.72 0.82 0.67 -0.121
N -0.9609 -1.3544 0.3818 -0.56 0.11 0.29 -0.280
C -0.5348 -2.0747 1.5326 0.41 -1.11 1.29 -0.121
C -2.4199 -1.4112 0.2748 -0.28 -0.85 -1.09 -0.109
N -0.7321 0.1787 -1.5674 0.62 0.19 2.04 -0.291
C -0.4427 -0.9571 -2.3805 0.25 -0.32 -1.53 -0.106
C -0.4754 1.4521 -2.1558 -0.35 0.78 -1.32 -0.132
H -3.0278 1.1215 1.0725 0.42 0.20 -0.10 0.076
H -2.6347 1.5195 -0.6093 0.04 0.27 0.63 0.068
H -2.5112 2.7682 0.6912 -0.12 -0.12 -0.24 0.067
H -0.3920 3.1983 1.6825 -0.10 -0.70 -0.08 0.097
H 0.6234 1.7024 1.8073 -0.25 0.52 0.57 0.060
H -0.9442 1.8291 2.6753 -0.17 -0.09 0.38 0.074
H -0.8842 -3.1289 1.4850 -0.19 0.62 0.11 0.094
H 0.5300 -2.1626 1.7481 0.15 0.44 -0.78 0.054
H -0.9218 -1.5612 2.4053 -0.38 -0.33 0.70 0.070
H -3.0423 -1.0348 1.1012 0.61 0.19 0.08 0.077
H -2.7146 -0.9358 -0.6589 -0.11 0.23 0.21 0.057
H -2.7008 -2.4638 0.1411 0.06 0.02 0.17 0.077
H -1.2533 -1.1238 -3.0893 -0.11 -0.09 -0.17 0.094
H 0.4733 -0.8071 -2.9567 0.00 -0.02 -0.19 0.056
H -0.2949 -1.8578 -1.8113 -0.09 -0.19 0.32 0.065
H 0.5508 1.5030 -2.5235 0.09 0.25 -0.22 0.082
H -0.6805 2.2770 -1.4833 0.29 -0.09 0.28 0.063
H -1.1789 1.6315 -2.9717 0.17 -0.20 -0.41 0.079
O 1.8309 -1.7972 6.3830 0.45 -0.66 -0.40 -0.290
P 2.4015 -2.5130 5.2030 -0.54 1.37 0.64 0.474
N 2.6972 -1.3969 4.0317 0.92 -2.58 -0.88 -0.306
C 3.2415 -1.7548 2.7408 0.69 -0.06 -0.07 -0.103
C 2.1644 -0.1293 4.0445 -2.32 1.72 -0.11 -0.134
N 1.4901 -3.7858 4.7663 -1.22 -0.33 0.41 -0.308
C 0.1478 -3.8447 5.3696 0.20 -0.09 -0.89 -0.082
C 1.6762 -4.5963 3.5775 -0.02 -0.62 1.16 -0.098
N 3.8588 -3.2386 5.2388 1.70 0.23 0.58 -0.302
C 4.9807 -2.3165 5.5107 -0.03 -0.58 0.69 -0.093
C 4.0129 -4.4195 6.0712 -0.60 -0.47 -0.84 -0.104
H 2.5220 -2.0395 1.9927 -0.68 0.12 -0.31 0.055
H 3.9545 -2.5701 2.7635 0.24 -0.12 0.42 0.077
H 3.7553 -0.8775 2.3724 0.23 0.23 -0.34 0.070
H 1.4248 -0.0071 3.2269 0.44 0.28 0.06 0.078
H 2.9259 0.6282 3.9890 0.41 0.61 -0.21 0.087
H 1.6046 -0.0075 4.9535 -0.10 0.36 0.53 0.060
H 0.1130 -3.1773 6.2308 -0.19 -0.14 -0.25 0.061
H -0.5187 -3.5146 4.5639 -0.56 -0.02 0.47 0.064
H -0.1313 -4.8677 5.6672 0.23 0.17 -0.10 0.089
H 0.8819 -4.4213 2.8587 -0.19 0.01 -0.27 0.053
H 2.6393 -4.3950 3.1317 0.18 -0.05 -0.14 0.070
H 1.6385 -5.6560 3.9165 0.03 0.37 -0.57 0.096
H 4.9405 -1.4293 4.8797 0.21 -0.23 0.11 0.080
H 4.9676 -2.0624 6.5720 -0.31 0.63 0.13 0.083
H 5.9189 -2.8678 5.4769 0.14 0.00 -0.83 0.078
H 4.9306 -4.8922 5.7465 0.35 -0.26 0.41 0.083
H 3.1978 -5.1175 5.8822 0.03 0.02 -0.05 0.073
H 3.9817 -4.1897 7.1252 0.36 0.11 0.52 0.085
O -3.1587 -5.5055 -5.4639 -0.78 0.12 0.46 -0.294
P -3.5686 -5.3537 -4.0349 1.17 -1.57 -1.87 0.529
N -4.9861 -4.5694 -3.8166 0.17 -1.21 1.14 -0.314
C -5.8436 -4.7600 -2.6463 -0.99 0.91 -1.81 -0.091
C -5.2995 -3.5062 -4.7120 0.97 0.19 -0.76 -0.097
N -2.2656 -4.6550 -3.3033 -1.60 -0.28 -0.29 -0.315
C -2.3354 -4.5006 -1.9182 0.31 1.01 1.19 -0.131
C -0.9661 -4.8121 -3.8035 1.88 0.31 -0.64 -0.118
N -3.8548 -6.8430 -3.2393 0.46 1.74 -0.51 -0.293
C -4.9082 -7.5587 -3.9338 -0.80 0.03 1.02 -0.132
C -2.6169 -7.6002 -3.0787 -0.16 -0.16 -1.44 -0.114
H -6.8507 -4.9237 -3.0636 -0.04 0.24 0.33 0.091
H -5.8468 -3.8151 -2.1055 -0.12 -0.22 0.68 0.066
H -5.6375 -5.6516 -2.0994 0.68 -0.21 0.61 0.065
H -6.2753 -3.5414 -5.1638 -0.79 -0.30 0.22 0.083
H -4.6138 -3.6583 -5.5621 -0.07 0.70 0.28 0.086
H -5.1691 -2.5606 -4.1940 0.06 0.46 -0.30 0.060
H -1.7063 -3.6447 -1.6804 0.06 0.25 0.49 0.066
H -3.3577 -4.2366 -1.6785 -0.20 -0.23 0.71 0.075
H -1.9205 -5.3552 -1.3843 -0.41 -0.21 0.47 0.068
H -0.4838 -5.7809 -3.6106 -0.19 -0.11 0.16 0.080
H -0.9936 -4.6716 -4.8695 0.25 0.06 -0.40 0.080
H -0.3106 -4.0490 -3.3400 -0.22 -0.17 -0.32 0.093
H -5.3146 -8.1613 -3.1359 -0.48 -1.01 -0.30 0.082
H -5.7068 -6.8843 -4.2229 -0.04 0.26 0.01 0.069
H -4.6645 -8.0958 -4.8400 0.61 -0.37 -0.08 0.087
H -1.9106 -7.0669 -2.4688 0.20 0.09 0.32 0.034
H -2.1978 -7.7373 -4.0996 0.24 -0.25 0.55 0.099
H -2.8020 -8.5789 -2.6467 -0.18 -0.08 0.16 0.084
C -1.1770 6.6031 -0.2947 -0.20 0.50 0.03 -0.016
C -2.3326 5.6290 -0.3180 -1.46 -0.53 -0.15 -0.261
C -3.1948 5.5601 0.9677 0.52 -0.44 -0.18 -0.094
O -4.5364 5.2747 0.5209 0.19 -0.22 0.04 0.042
C -4.6517 5.6520 -0.7706 0.36 -0.16 -0.01 -0.565
O -5.6542 5.5791 -1.4227 0.76 0.29 0.42 0.141
O -3.4458 6.1010 -1.1925 0.66 0.08 -0.77 0.047
H -0.7877 6.8511 -1.2894 -0.32 -0.24 0.06 0.083
H -0.2749 6.2599 0.2537 -0.80 -0.01 -0.08 0.071
H -1.5984 7.5196 0.1380 0.53 0.05 0.03 0.092
H -2.0286 4.6510 -0.7322 -0.20 0.20 0.33 0.137
H -3.1960 6.5730 1.3674 0.03 -0.05 0.41 0.125
H -2.9273 4.7934 1.7145 0.08 0.51 -0.25 0.108
```
Positions in Å, forces in eV/Å.